{
  "formula": "C44H120N18O10P6",
  "method": "the ωB97M-V functional and the def2-TZVPD basis",
  "species": ["P", "P", "P", "P", "P", "P", "O", "O", "O", "O", "O", "O", "O", "O", "O", "O", "N", "N", "N", "N", "N", "N", "N", "N", "N", "N", "N", "N", "N", "N", "N", "N", "N", "N", "C", "C", "C", "C", "C", "C", "C", "C", "C", "C", "C", "C", "C", "C", "C", "C", "C", "C", "C", "C", "C", "C", "C", "C", "C", "C", "C", "C", "C", "C", "C", "C", "C", "C", "C", "C", "C", "C", "C", "C", "C", "C", "C", "C", "H", "H", "H", "H", "H", "H", "H", "H", "H", "H", "H", "H", "H", "H", "H", "H", "H", "H", "H", "H", "H", "H", "H", "H", "H", "H", "H", "H", "H", "H", "H", "H", "H", "H", "H", "H", "H", "H", "H", "H", "H", "H", "H", "H", "H", "H", "H", "H", "H", "H", "H", "H", "H", "H", "H", "H", "H", "H", "H", "H", "H", "H", "H", "H", "H", "H", "H", "H", "H", "H", "H", "H", "H", "H", "H", "H", "H", "H", "H", "H", "H", "H", "H", "H", "H", "H", "H", "H", "H", "H", "H", "H", "H", "H", "H", "H", "H", "H", "H", "H", "H", "H", "H", "H", "H", "H", "H", "H", "H", "H", "H", "H", "H", "H", "H", "H", "H", "H", "H", "H"],
  "xyz": [[-9.21397, 10.49891, -9.09827], [-16.03515, 12.08974, -5.98372], [-11.26738, 0.71753, -12.73266], [-20.14418, 9.19622, -10.06826], [-10.01744, 7.51084, -15.57304], [-14.33404, 13.06733, -14.13947], [-13.48916, 13.47812, -13.00083], [-12.47539, 6.00237, -9.41895], [-10.86682, -0.73046, -12.41364], [-10.10321, 8.34092, -14.27857], [-11.61494, 2.62325, -7.05935], [-19.02706, 9.38959, -9.13429], [-8.80002, 11.92527, -9.01862], [-13.59758, 3.70441, -7.25739], [-14.60011, 6.89167, -9.74865], [-15.24058, 13.03537, -5.13218], [-11.81143, 1.74869, -11.43628], [-20.85752, 10.62498, -10.73513], [-11.09915, 6.18234, -15.65283], [-15.24970, 10.58220, -6.30211], [-9.98786, 1.62753, -13.21107], [-10.47262, 8.37026, -17.01817], [-21.44105, 8.35751, -9.33069], [-15.87958, 12.59435, -13.64798], [-9.89733, 9.74446, -7.61933], [-8.01782, 9.32155, -9.55287], [-8.54777, 6.64371, -15.88292], [-17.70962, 11.78411, -5.55082], [-14.53417, 14.25237, -15.40140], [-10.41248, 10.37156, -10.27658], [-16.32071, 12.75305, -7.49861], [-13.68620, 11.79454, -15.05353], [-19.79292, 8.24272, -11.44118], [-12.47169, 1.02733, -13.92182], [-11.86497, 8.58199, -17.58236], [-13.46644, 15.22090, -15.73845], [-7.75375, 5.94496, -14.71974], [-16.73140, 12.02949, -8.70028], [-19.18080, 8.79267, -12.67156], [-13.23476, 10.71498, -14.28988], [-13.14887, 7.13861, -11.54835], [-20.00479, 11.75889, -10.70848], [-18.73997, 12.79371, -5.74488], [-15.48208, 13.98066, -7.87616], [-8.38781, 7.92401, -9.90858], [-11.85981, 3.26603, -11.32971], [-8.03564, 6.10698, -17.14487], [-6.52950, 9.56078, -9.33731], [-13.78496, 10.49691, -6.23182], [-11.80348, 5.01430, -6.22400], [-9.96553, 2.52460, -14.39831], [-22.13804, 10.68811, -11.39940], [-11.90576, 5.88347, -14.57650], [-10.87390, 5.15277, -16.58265], [-11.82801, 1.05464, -10.15352], [-10.86486, 8.61136, -7.71519], [-15.99738, 9.37199, -6.93957], [-16.67185, 13.33469, -12.63505], [-19.14359, 6.89831, -11.13171], [-16.67665, 11.58109, -14.31266], [-14.30011, 8.12112, -11.73504], [-14.16239, 4.91128, -6.69829], [-9.95996, 10.38233, -11.62516], [-9.33692, 10.12304, -6.31606], [-11.92320, 10.75745, -10.10584], [-12.24192, 3.68802, -6.91351], [-13.89676, 11.66866, -16.48372], [-13.89302, 1.33126, -13.53601], [-18.02452, 10.91012, -4.39346], [-12.30139, 0.46525, -15.20135], [-13.14146, 5.60914, -5.84649], [-21.86159, 8.66932, -7.98070], [-13.33309, 6.50673, -10.18719], [-22.40078, 7.64238, -10.15852], [-15.85876, 14.55905, -15.95157], [-8.61568, 1.38613, -12.67780], [-9.56255, 9.43359, -17.43209], [-15.36001, 7.57489, -10.74472], [-16.64214, 10.64003, -13.76376], [-11.92725, 9.27643, -18.42019], [-20.22151, 12.17313, -9.72383], [-16.22542, 13.69195, -16.50095], [-14.64314, 13.69815, -8.51213], [-10.64374, 5.65342, -17.52311], [-12.12908, 11.28233, -9.17298], [-12.29721, 11.27556, -10.98888], [-13.96388, 1.87792, -12.59567], [-12.36838, 7.66297, -17.88252], [-10.92903, 3.03342, -14.36848], [-7.05844, 6.52075, -17.39379], [-8.72071, 6.31640, -17.96641], [-16.35589, 9.59043, -7.94548], [-11.18228, 1.66071, -9.51806], [-7.93972, 1.94551, -13.32455], [-13.60124, 11.08883, -5.33518], [-9.40996, 9.47524, -11.87569], [-21.57144, 7.86460, -7.30518], [-17.71697, 11.87093, -14.46047], [-20.39458, 12.52705, -11.37639], [-19.10344, 10.87652, -4.24206], [-15.46424, 8.45200, -7.17934], [-11.61406, 8.62749, -6.92365], [-9.33892, 11.24533, -11.86526], [-11.74524, 4.51137, -16.71487], [-19.74509, 12.37222, -5.75780], [-10.82269, 10.29265, -12.28529], [-16.15596, 14.71598, -8.31581], [-19.74895, 6.00303, -11.27354], [-17.10673, 12.64355, -9.51891], [-12.35935, 9.07514, -16.74540], [-11.32535, 0.73014, -15.60792], [-11.23114, 5.54521, -6.98471], [-11.38260, 5.28235, -13.83283], [-12.40934, 9.78484, -10.18190], [-15.15190, 4.70485, -6.29040], [-9.80700, 9.69065, -18.46276], [-11.14861, 4.74617, -5.39495], [-14.31383, 12.50250, -17.04839], [-12.24930, 6.80975, -14.11599], [-19.25889, 8.06403, -13.47845], [-7.67834, 6.43317, -13.74812], [-10.00684, 4.50427, -16.45720], [-12.56937, 15.02987, -15.14948], [-13.36415, 9.49308, -6.17400], [-12.17639, 7.62875, -11.59457], [-12.43219, -0.61638, -15.23379], [-9.95878, 9.54666, -5.63110], [-17.61178, 11.46129, -8.39997], [-9.61886, 10.34741, -16.84059], [-6.69741, 5.82753, -14.96154], [-8.54033, 9.06370, -17.35243], [-22.11962, 7.55402, -11.20791], [-14.01344, 10.23964, -13.69338], [-18.12918, 9.01931, -12.49602], [-22.95788, 10.33263, -10.77523], [-18.33626, 6.66112, -11.82458], [-5.91285, 8.66294, -9.29570], [-16.92628, 9.21745, -6.39061], [-10.01732, 1.92357, -15.30616], [-22.25935, 11.62085, -11.95018], [-17.37295, 13.95469, -13.19376], [-13.24414, 11.04622, -7.00245], [-8.30048, 9.80627, -6.19968], [-12.43624, 11.06801, -13.63732], [-15.96184, 13.90488, -12.03600], [-16.55203, 14.99195, -15.23041], [-12.85542, 5.39235, -14.78880], [-22.44699, 6.59263, -9.86870], [-13.15037, 0.92078, -15.71109], [-13.85827, 9.09481, -11.52339], [-16.29477, 11.27936, -15.28797], [-13.14752, 6.33747, -12.28746], [-17.50585, 11.27211, -3.50574], [-12.95097, 11.38927, -16.94797], [-22.10127, 9.89657, -12.14787], [-12.85557, 1.03156, -9.79061], [-8.37351, 0.32568, -12.74772], [-14.14696, 5.53582, -7.59149], [-18.71972, 6.83568, -10.12945], [-10.83025, 3.57905, -11.15615], [-18.46097, 13.65931, -5.14404], [-12.75681, 9.97109, -14.92728], [-14.63214, 8.17593, -12.77178], [-10.25902, 7.71069, -7.61582], [-15.97125, 11.34783, -9.08188], [-19.74990, 9.63252, -13.07015], [-23.40280, 8.06326, -10.07539], [-7.92509, 7.61827, -10.84693], [-18.59502, 13.27119, -6.71395], [-6.13095, 10.13556, -10.17330], [-11.42399, 8.57395, -8.65010], [-9.53253, 11.15985, -6.04243], [-13.34337, 15.26172, -16.82071], [-17.17611, 12.68040, -11.92390], [-12.24286, 3.57216, -12.30318], [-15.63690, 15.35893, -16.65801], [-17.66423, 9.89504, -4.56052], [-13.69820, 16.20094, -15.32143], [-14.33397, 0.33764, -13.45603], [-18.97117, 11.42073, -10.78185], [-9.10345, 3.18318, -14.50392], [-13.35398, 5.54591, -4.77928], [-6.36872, 10.03822, -8.37072], [-11.44067, 0.03681, -10.10782], [-13.19903, 6.68302, -6.02417], [-12.52879, 3.56589, -10.52307], [-16.08937, 8.26921, -10.32750], [-14.39360, 1.88736, -14.32865], [-14.88803, 14.37199, -7.05028], [-8.03013, 5.02656, -17.00086], [-9.45659, 7.81827, -10.09469], [-15.97766, 6.88117, -11.31513], [-8.28138, 5.03902, -14.42143], [-14.65220, 10.89037, -16.59181], [-21.48272, 9.68406, -7.85878], [-22.91883, 8.71525, -7.71946], [-8.09228, 7.20297, -9.14643], [-8.60636, 1.85316, -11.69296]],
  "forces_ev_per_angstrom": [[-1.2, 0.9, -2.2], [-1.5, 0.1, -0.8], [-0.8, 0.4, 1.1], [-2.9, -0.3, -1.2], [-0.9, -0.3, -0.2], [-0.4, 1.1, -2.2], [-0.1, -0.2, -0.1], [-3.2, 1.4, -2.6], [-1.3, 3.4, -0.4], [0.4, -2.2, -2.6], [-1.3, 3.7, 0.2], [0.3, 0.7, 0.0], [0.6, -2.0, 1.3], [2.0, 0.3, 1.6], [1.1, -1.1, 0.6], [-0.6, -1.6, -0.7], [-0.2, -2.1, -0.4], [1.1, -2.5, 0.7], [0.6, 2.1, -0.3], [-1.2, -2.2, -0.6], [2.6, 1.1, -2.2], [0.8, -0.7, -0.1], [0.3, -0.1, -2.1], [-0.1, 0.0, 0.0], [0.0, 0.8, -1.7], [0.1, -0.1, 0.8], [1.0, 1.0, 2.2], [1.6, -1.7, 0.0], [0.2, -0.7, 1.8], [-1.4, -0.2, 2.5], [1.8, 2.5, -0.9], [-1.4, 3.4, 0.1], [0.8, -1.4, 0.4], [0.8, 1.2, 3.2], [0.6, -0.3, 2.1], [-0.7, -0.3, 1.3], [-1.4, 1.2, -0.3], [-1.0, -0.6, 1.2], [-0.8, -0.1, 0.4], [1.3, -1.3, 0.3], [0.3, -0.8, -0.3], [-0.8, 0.9, 1.4], [1.7, 1.2, -1.3], [-0.1, -1.4, 0.8], [-0.3, 0.5, -0.2], [0.5, -2.9, -1.1], [-0.9, 0.3, 0.2], [-0.9, 0.1, 0.1], [-0.8, 1.5, 0.9], [-0.3, -1.7, -0.8], [-1.7, -1.3, 0.3], [0.5, -1.9, -0.6], [-1.5, 0.3, 2.5], [0.6, -0.3, -2.0], [-0.2, 1.0, 0.6], [0.7, 0.4, 0.0], [-0.5, 2.1, -0.3], [1.4, 0.0, -0.6], [-0.1, 0.3, -0.1], [0.6, -0.6, -0.5], [0.3, 0.0, 0.2], [0.2, 0.5, -2.3], [0.5, -0.7, -1.4], [-1.4, -1.1, 0.3], [1.9, -1.4, -0.3], [0.3, -3.9, -0.2], [-0.3, -1.1, 0.1], [1.3, -1.2, -0.2], [1.0, 0.3, -0.4], [-0.7, -0.3, -0.8], [0.1, 0.9, 1.5], [0.4, 0.2, 0.1], [1.2, 1.0, 2.7], [0.0, -0.8, 0.0], [1.4, 0.4, -0.1], [-1.3, 0.3, -0.6], [0.2, -0.2, 0.0], [0.4, 0.2, -1.6], [-0.3, -0.1, 0.4], [0.8, -0.1, 0.0], [1.0, 0.7, 0.3], [-0.5, 0.1, 0.1], [-0.4, -0.2, -0.9], [-0.3, -0.3, -0.5], [0.0, -0.1, -0.2], [0.5, 0.6, 0.2], [0.2, -0.2, -0.1], [0.2, -0.1, 0.3], [0.3, 0.6, -0.3], [0.1, -0.2, 0.1], [0.1, 0.1, 0.0], [-0.1, 0.6, -0.1], [-0.3, -0.2, 0.7], [0.1, -0.2, 0.2], [0.8, -0.4, 0.3], [0.3, 0.0, 0.0], [0.9, 0.5, 0.4], [0.0, 0.2, 0.1], [0.7, -0.1, -0.6], [0.2, 0.1, 0.0], [0.8, 0.1, 1.2], [0.4, 0.3, 0.3], [-0.2, 0.2, -0.2], [-0.1, 0.2, 0.1], [0.2, 0.2, 0.7], [0.1, 0.4, -0.1], [0.3, 0.1, -0.1], [-0.9, 0.4, 0.1], [0.4, 0.6, 0.2], [-0.9, -0.2, -0.4], [-0.3, -0.1, -0.3], [-0.1, 0.2, 0.1], [-0.1, -0.2, 0.5], [-0.4, 0.1, 0.6], [0.3, 0.1, 0.0], [0.4, 0.0, 0.0], [-0.1, 0.1, -0.1], [0.3, 0.4, 0.8], [0.3, 0.1, 0.3], [0.1, -0.3, 0.2], [-0.6, 1.1, -0.3], [0.1, -0.2, 0.7], [0.2, -0.7, -0.6], [-0.6, -0.1, 0.3], [0.1, -0.2, 0.0], [0.1, -0.2, 0.0], [0.4, -0.1, 0.4], [0.0, -0.5, -0.2], [-0.2, 0.1, 0.2], [-0.3, -0.4, -0.7], [0.1, 0.1, -0.2], [0.1, 0.6, 0.1], [-0.2, -0.2, 0.1], [0.1, 0.3, -0.2], [-0.2, 0.9, 0.3], [0.3, 0.7, -0.1], [-0.7, -0.5, -0.1], [0.3, -0.4, 0.2], [0.4, 0.1, -0.3], [-0.3, 0.1, 0.5], [-0.2, 0.2, 0.5], [-0.1, 0.0, -0.7], [0.1, 0.3, -0.1], [0.0, -0.1, 0.3], [-0.2, 0.4, -0.1], [-0.2, -0.4, 0.1], [0.0, -0.4, -0.6], [-0.2, -0.2, 0.4], [0.5, -0.2, -1.2], [-0.7, 0.2, 0.4], [0.1, 0.4, -0.1], [0.0, 0.0, 0.0], [-0.3, 0.1, 0.3], [-0.1, -0.2, -0.2], [-0.3, 0.0, -0.6], [0.0, 0.0, 0.6], [0.1, 0.1, 0.6], [-1.3, 0.2, 0.0], [-0.1, 0.3, 0.1], [-0.1, 0.6, 0.0], [-1.2, 0.0, 1.0], [-0.1, -0.2, 0.0], [-0.2, -0.2, 0.1], [-0.1, -0.3, 0.0], [0.2, 0.0, -0.1], [0.2, 0.4, 0.4], [-0.1, 0.1, 0.0], [0.3, 0.3, 0.0], [-0.1, -0.4, -0.5], [-0.2, 0.4, 0.2], [0.5, 0.3, -0.1], [0.4, 0.2, -0.6], [0.4, 0.0, 0.1], [-0.1, -0.3, -0.3], [0.1, 0.6, 0.1], [-0.5, -0.1, -0.3], [-0.1, -0.1, -0.1], [-0.5, 0.4, -0.4], [-0.8, 0.2, 0.3], [0.1, 0.8, -0.3], [-0.2, -0.1, 0.6], [0.2, -0.5, 0.1], [-0.1, 0.4, -0.3], [0.0, 0.1, -0.7], [0.0, 0.1, -0.2], [0.1, -0.2, 0.0], [0.6, 0.2, 0.5], [0.2, 0.0, -0.1], [-0.9, 0.2, 0.5], [0.5, -0.1, -0.5], [0.0, 0.3, 0.2], [0.1, -0.5, 0.2], [0.3, -0.4, -0.6], [0.2, -0.6, -0.7], [0.3, -0.3, 1.3], [-0.5, 0.2, -1.2], [0.1, 0.1, 0.2], [0.5, -0.6, 0.3]],
  "lowdin_charge": [0.627, 0.610, 0.613, 0.577, 0.685, 0.575, -0.295, 0.057, -0.316, -0.333, 0.071, -0.279, -0.244, 0.001, -0.002, -0.308, -0.318, -0.324, -0.317, -0.254, -0.304, -0.294, -0.299, -0.293, -0.130, -0.204, -0.283, -0.300, -0.327, -0.291, -0.299, -0.304, -0.276, -0.326, -0.064, -0.102, -0.049, -0.133, -0.112, -0.132, -0.084, -0.137, -0.122, -0.076, -0.083, -0.065, -0.143, -0.037, -0.125, -0.065, -0.112, -0.093, -0.176, -0.134, -0.136, -0.039, -0.056, -0.079, -0.097, -0.120, -0.129, -0.157, -0.131, -0.034, -0.001, -0.382, -0.098, -0.074, -0.105, -0.139, -0.168, -0.109, -0.358, -0.141, -0.108, -0.070, -0.133, -0.131, 0.062, 0.080, 0.083, 0.071, 0.066, 0.069, 0.073, 0.079, 0.063, 0.075, 0.053, 0.085, 0.072, 0.025, 0.063, 0.066, 0.070, 0.057, 0.083, 0.087, 0.085, 0.078, 0.064, 0.074, 0.100, 0.101, 0.088, 0.066, 0.079, 0.075, 0.064, 0.039, 0.061, 0.095, 0.071, 0.043, 0.137, 0.080, 0.126, 0.076, 0.056, 0.084, 0.057, 0.060, 0.075, 0.050, 0.124, 0.090, 0.093, 0.054, 0.078, 0.082, 0.069, 0.066, 0.062, 0.063, 0.074, 0.056, 0.088, 0.056, 0.058, 0.090, 0.077, 0.056, 0.105, 0.068, 0.078, 0.073, 0.095, 0.079, 0.082, 0.085, 0.061, 0.105, 0.079, 0.076, 0.064, 0.079, 0.080, 0.089, 0.072, 0.077, 0.087, 0.069, 0.110, 0.096, 0.070, 0.075, 0.077, 0.093, 0.060, 0.095, 0.067, 0.110, 0.081, 0.055, 0.051, 0.078, 0.055, 0.079, 0.085, 0.055, 0.051, 0.119, 0.082, 0.071, 0.093, 0.069, 0.122, 0.073, 0.060, 0.075, 0.069, 0.112, 0.047, 0.072, 0.076, 0.081, 0.094, 0.077],
  "s_squared": 0.76,
  "charge": 1,
  "homo_lumo_gap_ev": [7.46, 2.88],
  "fmax_ev_per_a": 4.3,
  "e_tot_ev": -150597.8394,
  "spin_multiplicity": 2,
  "e_lumo_ev": [-1.94, -6.52]
}